{
  "formula": "C13H24F3N2O5S",
  "method": "ωB97M-V with the def2-TZVPD basis set",
  "symbols": ["C", "C", "H", "H", "H", "C", "C", "C", "C", "H", "O", "H", "H", "H", "H", "O", "C", "H", "H", "H", "C", "C", "H", "S", "H", "H", "C", "H", "H", "C", "H", "C", "H", "F", "H", "C", "N", "O", "H", "F", "H", "N", "H", "F", "O", "H", "H", "O"],
  "xyz": [[-3.0606, 0.3231, -2.6683], [-0.7754, -0.7950, -2.2827], [2.4917, 0.4365, 0.8677], [-1.5027, 0.0025, -4.1330], [-3.6733, 0.4445, -3.5650], [1.4373, 0.5650, 0.6210], [5.2177, -1.9002, -2.2345], [0.9654, 2.3175, 2.9711], [-3.4162, 1.4493, -1.6789], [1.2758, 1.6120, 0.3340], [-0.3501, 2.6769, 3.1129], [-1.6032, 0.5289, 4.4603], [-0.9325, -1.0535, -0.1300], [-0.4277, 0.5495, 1.7070], [-3.8713, 2.2808, -2.2246], [4.0711, -4.2081, -2.3521], [0.6135, 0.2446, 1.8587], [1.4465, -1.3308, -0.3965], [0.6349, -0.8266, 2.0578], [-4.5220, 1.7881, 0.1679], [1.0577, -0.3256, -0.5614], [-4.3748, 1.0053, -0.5782], [-1.9423, -1.6268, 4.1173], [3.6786, -2.8782, -1.9452], [-0.4219, 3.5931, 2.8171], [1.3060, -0.3381, 4.7422], [0.6207, 0.4148, 4.3521], [-0.8669, 0.6233, -0.6380], [-2.5085, 1.8491, -1.2233], [-1.5779, 0.2439, -3.0701], [-3.9786, 0.1278, -0.0617], [-0.4488, -0.3716, -0.8353], [1.5503, 0.0540, -1.4582], [5.5988, -1.9366, -3.5246], [-1.3806, -1.7058, -2.2520], [-0.7713, -0.1671, 4.3105], [1.1588, 0.9187, 3.0646], [3.4572, -2.6927, -0.5254], [-5.3512, 0.7386, -0.9881], [5.0533, -0.6039, -1.9092], [0.1491, -1.0355, -2.8098], [-0.9480, -1.4007, 4.1211], [0.6077, 1.2503, 5.0547], [6.2494, -2.3615, -1.5052], [1.8200, 3.1361, 2.8026], [-1.1180, 1.2315, -2.9483], [-3.3610, -0.6356, -2.2332], [2.7235, -2.2116, -2.8079]],
  "atomic_forces_ev_per_a": [[-0.04, 0.11, 0.04], [-0.25, 0.03, 0.21], [0.03, 0.05, -0.08], [-0.03, -0.01, -0.01], [-0.02, -0.02, 0.00], [-0.19, -0.06, -0.01], [0.02, 0.03, 0.00], [0.00, -0.09, 0.04], [-0.08, 0.01, 0.02], [0.09, 0.03, 0.10], [0.00, -0.16, -0.26], [0.03, 0.06, -0.11], [-0.02, 0.07, 0.05], [-0.06, -0.19, 0.01], [0.08, 0.05, 0.01], [-0.02, 0.01, 0.01], [0.31, 0.05, 0.03], [0.05, -0.01, -0.12], [0.03, -0.01, 0.01], [-0.05, 0.03, -0.02], [-0.11, 0.08, 0.05], [0.07, -0.03, 0.01], [0.02, -0.02, -0.01], [-0.01, 0.03, -0.02], [0.07, 0.13, 0.20], [-0.04, -0.11, -0.13], [0.08, 0.00, 0.03], [-0.03, -0.02, -0.03], [0.01, -0.05, 0.00], [0.05, -0.02, -0.07], [-0.01, 0.01, 0.00], [0.09, 0.06, -0.06], [0.15, -0.08, 0.03], [-0.01, 0.00, 0.02], [0.15, -0.11, -0.14], [-0.04, 0.28, 0.02], [-0.43, 0.29, 0.22], [0.00, -0.02, 0.01], [-0.01, -0.03, 0.01], [0.00, -0.02, 0.00], [0.01, -0.04, 0.04], [-0.06, -0.29, 0.07], [0.13, -0.04, 0.07], [-0.02, 0.01, -0.01], [0.01, 0.06, -0.15], [0.02, -0.01, -0.06], [0.04, -0.02, -0.01], [-0.02, -0.02, -0.01]],
  "mulliken_charge": [-0.73, -0.61, 0.41, 0.41, 0.43, -1.27, 0.60, 0.44, -0.32, 0.36, -0.42, 0.39, 0.24, 0.38, 0.38, -0.66, -0.65, 0.16, 0.49, 0.36, -0.44, -1.39, 0.26, 1.15, 0.31, 0.36, -0.87, -0.01, 0.28, -1.05, 0.34, 0.01, 0.52, -0.25, 0.38, 0.10, 0.05, -0.69, 0.35, -0.24, 0.28, -0.57, 0.43, -0.26, -0.55, 0.40, 0.40, -0.67],
  "e_homo_ev": -5.86,
  "e_lumo_ev": 2.1,
  "total_charge": -1
}

---

{
  "formula": "C13H24I2InO4S3V",
  "method": "ωB97M-V with the def2-TZVPD basis set",
  "symbols": ["H", "H", "H", "H", "C", "C", "C", "H", "C", "O", "H", "S", "H", "I", "C", "S", "C", "C", "O", "H", "H", "H", "H", "O", "O", "H", "In", "C", "V", "S", "I", "C", "H", "H", "H", "H", "H", "H", "H", "C", "H", "C", "H", "H", "H", "H", "C", "C"],
  "xyz": [[5.0013, -0.2870, -0.4061], [4.9735, -0.9773, -2.9929], [-0.5602, 2.8819, 3.7625], [-1.7853, 3.0444, 2.4441], [3.4845, -1.2992, -1.4872], [3.9020, -0.2694, -0.4560], [-0.4170, 2.2009, -1.4309], [-3.5131, -1.6622, -2.5493], [-3.4879, 1.0792, -0.4300], [2.3517, 2.4284, -2.4365], [-3.6956, -1.1404, 1.1438], [-1.5068, 0.7555, 3.0523], [-1.1758, -0.0942, 5.2653], [-0.4916, -0.4798, -3.9853], [1.5400, 1.5926, -2.2539], [1.5829, -1.4135, -1.5265], [3.8853, -0.9082, -2.8941], [2.5037, 1.3352, 2.6821], [3.3593, 1.2575, 3.4401], [3.5854, 0.1181, -3.1065], [-5.1344, -1.0544, 0.0774], [-3.1223, -0.0056, -2.9763], [0.2637, 0.8634, 4.6909], [-2.8965, 0.2483, 3.1601], [-0.6375, 3.3314, -1.1922], [-2.3176, 2.7343, 4.1496], [0.2200, 0.9708, 0.9673], [-1.5377, 2.5266, 3.3919], [0.1570, 0.3856, -1.6685], [-1.5285, -0.8515, -0.6132], [0.9872, -2.8469, 0.2422], [-0.4977, 0.1149, 4.4227], [5.1047, -2.6571, -1.0881], [-3.2131, 1.2374, 0.6233], [-4.5527, 1.3427, -0.5501], [3.6093, 0.7475, -0.7398], [-2.9034, 1.7642, -1.0568], [3.4109, -1.5758, -3.6183], [3.4970, -0.5095, 0.5344], [-3.2946, -0.3663, -0.8406], [3.6696, -3.4277, -1.8565], [-3.6950, -0.6216, -2.2820], [3.6197, -2.9984, -0.1304], [-0.0135, -0.8184, 4.0961], [-3.9125, -2.3303, -0.1806], [-4.7606, -0.3944, -2.3973], [-4.0596, -1.2846, 0.1159], [4.0014, -2.6874, -1.1161]],
  "atomic_forces_ev_per_a": [[-0.30, 0.02, 0.11], [-0.15, 0.00, 0.03], [-0.26, -0.27, -0.14], [-0.09, -0.17, 0.54], [1.26, -0.12, 0.44], [-0.06, 0.19, 0.11], [-2.38, 7.83, 1.84], [-0.28, -0.15, -0.05], [0.28, 0.65, 0.02], [-4.51, -4.61, 0.67], [-0.32, -0.11, -0.22], [-0.90, 0.69, 2.23], [0.07, 0.18, -0.29], [-0.28, 0.65, -0.57], [7.08, 6.01, -1.42], [0.77, -0.29, 0.69], [-0.62, 0.02, -0.29], [2.60, -0.43, 2.44], [-2.95, 0.36, -2.69], [0.17, 0.06, -0.18], [0.33, -0.01, -0.04], [-0.26, 0.25, -0.01], [-0.33, -0.18, -0.08], [1.87, 0.14, -1.19], [0.89, -5.28, -1.45], [0.26, -0.25, -0.32], [0.05, -0.61, 1.13], [-0.02, 0.51, -0.35], [-2.10, -4.48, -1.07], [0.20, 0.62, -0.41], [-0.07, -0.34, 0.56], [0.25, -0.38, -0.30], [-0.46, 0.00, -0.05], [-0.21, -0.03, -0.13], [0.37, -0.11, 0.10], [0.07, -0.11, 0.05], [-0.26, -0.04, -0.01], [0.31, 0.03, -0.12], [0.21, -0.03, -0.04], [-1.12, 0.13, 0.42], [0.29, 0.06, 0.14], [0.54, -0.16, -0.36], [0.60, 0.10, -0.35], [-0.26, 0.23, 0.18], [-0.20, 0.14, 0.18], [0.14, -0.09, 0.03], [0.29, -0.38, 0.21], [-0.49, -0.26, 0.00]],
  "mulliken_spin": [0.00, 0.00, 0.00, 0.00, 0.00, 0.00, 0.01, 0.00, 0.03, -0.01, 0.00, -0.01, 0.00, 0.82, 0.00, -0.07, 0.00, 0.02, 0.00, 0.00, 0.00, -0.01, 0.00, 0.00, 0.04, 0.00, 0.08, 0.00, 0.36, 0.60, 0.04, 0.00, 0.00, 0.00, 0.00, 0.00, 0.00, 0.00, 0.00, 0.02, 0.00, 0.07, 0.00, 0.00, 0.00, 0.00, 0.00, 0.00],
  "s_squared": 2.348,
  "e_homo_ev": [-21.90, -21.90],
  "e_lumo_ev": [-16.4, -16.6],
  "total_charge": 4,
  "multiplicity": 3
}

---

{
  "formula": "C13H24MnOSi",
  "method": "ωB97M-V with the def2-TZVPD basis set",
  "symbols": ["H", "C", "C", "Si", "H", "H", "C", "H", "Mn", "C", "H", "H", "H", "H", "C", "H", "C", "C", "H", "H", "C", "C", "H", "H", "H", "H", "H", "C", "C", "H", "H", "H", "H", "C", "H", "O", "H", "H", "C", "H"],
  "xyz": [[-1.0993, -1.9119, 3.7330], [2.9599, -0.9054, -2.0828], [-2.1372, -1.3609, -1.7103], [-0.4383, 0.3501, 2.9743], [0.5006, -1.4844, 4.3446], [-2.3499, -1.9091, -2.6312], [-0.7778, -0.7378, -1.7735], [-1.2137, 2.4614, -0.8862], [0.4435, -0.2707, -0.1655], [1.5167, -0.5331, -1.9443], [1.5144, -3.3013, -1.5054], [0.6970, 2.5481, 3.0024], [-2.2262, -2.0678, -0.8835], [1.4188, 2.6063, -2.8975], [-0.5002, -1.0956, 4.1431], [-2.9195, -0.6139, -1.5824], [0.4451, -1.4676, -1.8624], [-0.4605, 0.6466, -1.7855], [0.5637, -3.2914, -2.9869], [-0.9439, -0.8012, 5.0985], [-2.1583, 0.9883, 2.6572], [1.6839, 2.0827, -1.9750], [1.4390, 2.7486, -1.1454], [3.6087, -0.0318, -2.0358], [0.1967, 2.0753, 4.6297], [-2.4445, 1.4788, -1.6652], [-1.3146, 2.4126, -2.6407], [0.6177, 1.7037, 3.6916], [0.5785, -2.9556, -1.9456], [1.6295, 1.3458, 3.8964], [-2.6292, 1.3470, 3.5759], [-0.2343, -3.4655, -1.4271], [3.1448, -1.3991, -3.0400], [-1.4080, 1.8053, -1.7369], [-2.7930, 0.2040, 2.2370], [0.2216, -0.1487, 1.5399], [-2.1403, 1.8165, 1.9438], [2.7645, 1.9478, -1.9748], [0.9595, 0.7750, -1.8855], [3.2848, -1.5909, -1.2980]],
  "atomic_forces_ev_per_a": [[0.00, 0.02, 0.00], [0.11, 0.01, 0.01], [-0.07, -0.02, 0.04], [0.19, -0.18, -0.36], [-0.01, 0.02, -0.01], [-0.01, 0.02, -0.01], [-0.09, -0.18, 0.09], [0.04, -0.01, 0.00], [-0.25, 0.03, -1.43], [0.11, -0.05, 0.06], [0.01, 0.02, 0.00], [-0.01, -0.01, 0.01], [0.04, -0.01, -0.01], [0.01, -0.02, -0.01], [-0.02, -0.10, 0.12], [0.03, 0.01, 0.01], [0.10, -0.18, 0.02], [-0.04, 0.19, 0.14], [0.00, 0.01, 0.01], [0.01, -0.03, -0.01], [-0.14, 0.04, -0.08], [0.02, 0.06, 0.02], [-0.04, -0.02, 0.00], [-0.02, 0.01, 0.02], [0.01, 0.00, -0.02], [0.01, -0.02, 0.02], [-0.02, -0.01, -0.01], [0.10, 0.11, 0.05], [-0.01, -0.06, 0.02], [-0.02, 0.00, 0.00], [0.00, -0.01, -0.01], [-0.01, 0.03, 0.00], [-0.02, 0.02, -0.01], [-0.04, 0.04, 0.03], [0.01, 0.01, 0.02], [-0.13, 0.18, 1.23], [0.00, 0.00, 0.02], [0.00, -0.02, 0.02], [0.18, 0.11, 0.02], [-0.04, -0.02, 0.00]],
  "mulliken_spin": [0.00, 0.00, 0.01, 0.01, 0.00, 0.00, -0.07, -0.01, 0.90, -0.08, 0.00, 0.00, 0.00, 0.00, 0.00, 0.00, -0.01, 0.01, 0.00, 0.00, 0.00, 0.02, 0.00, 0.00, 0.00, 0.00, 0.00, 0.00, 0.02, 0.00, 0.00, 0.00, 0.00, 0.02, 0.00, 0.25, 0.00, 0.00, -0.06, 0.00],
  "s_squared": 0.766,
  "e_homo_ev": [-7.75, -6.99],
  "e_lumo_ev": [0.7, 0.3],
  "multiplicity": 2
}

---

{
  "formula": "C13H24N5O12S3",
  "method": "ωB97M-V with the def2-TZVPD basis set",
  "symbols": ["H", "C", "H", "O", "C", "H", "H", "N", "O", "N", "C", "H", "H", "H", "O", "S", "H", "H", "C", "N", "H", "H", "S", "H", "S", "O", "H", "H", "C", "O", "O", "C", "C", "H", "O", "H", "C", "H", "C", "O", "C", "C", "H", "H", "N", "H", "C", "N", "O", "H", "C", "O", "O", "O", "H", "H", "H"],
  "xyz": [[0.0504, 2.8391, -2.4118], [0.2364, -1.1357, 4.9796], [-2.3056, -2.2413, 0.2665], [-6.3584, -3.4445, -0.1924], [1.5289, -2.8488, 4.0211], [-0.0838, -3.3117, 1.4449], [0.7052, -1.7639, 1.4015], [2.0375, -3.3286, 1.0547], [-4.2380, -2.7386, 0.8410], [0.2817, -2.5008, -0.4495], [0.2280, 6.3059, -2.5024], [-0.6228, -2.7816, 3.8946], [3.3241, -0.4770, 5.6266], [2.6565, -3.2722, 0.2521], [1.5138, 1.5039, 0.2715], [-0.7712, 5.4190, -4.6159], [2.2272, 1.2175, -3.8278], [4.3886, -3.8640, 1.5532], [0.2796, -2.3000, 4.2542], [1.7083, -4.0678, 3.2836], [-3.2399, -3.2240, -0.8854], [2.1529, 2.9814, -3.6267], [-5.7149, -2.3099, 0.3553], [3.5922, -2.5467, 4.3797], [1.7353, 0.8823, -0.9790], [0.0412, 5.0967, -3.2563], [-3.6461, -0.2624, -0.2042], [0.9399, -1.8543, -0.8763], [-0.9563, 7.1742, -2.8690], [-1.1634, 6.9292, -4.2666], [2.5709, 1.8725, -1.9052], [-3.8441, -1.1462, -0.8151], [0.6704, -2.7403, 0.9052], [-1.8573, 6.8684, -2.3330], [2.3030, -0.4303, -1.0854], [3.7215, -5.3439, 1.7151], [2.4488, -0.9850, 5.2396], [-0.1653, 1.6265, -3.6908], [2.5880, -2.1619, 4.5471], [0.3738, 0.8927, -1.8142], [0.4369, 1.9123, -2.8324], [-3.2876, -2.3979, -0.1707], [-3.4554, -0.9863, -1.8176], [1.1692, 6.7617, -2.8156], [1.2544, -0.4491, 5.4628], [0.2183, -3.3812, -0.9483], [2.4719, -3.9004, 2.1327], [3.7822, -4.4217, 2.1526], [-5.2575, -1.3565, -0.8565], [0.7905, -4.4559, 3.0783], [1.9024, 2.0275, -3.1717], [-1.9463, 4.6271, -4.6170], [0.1424, 5.4273, -5.6960], [-6.3023, -1.5213, 1.3712], [-0.7544, -0.7297, 5.1784], [0.2690, 6.0862, -1.4385], [-0.7709, 8.2296, -2.6918]],
  "atomic_forces_ev_per_a": [[-0.01, -0.02, -0.02], [-1.61, 0.70, 0.35], [-0.09, 0.02, 0.16], [-0.18, -0.01, -0.01], [-0.49, 0.50, 0.47], [0.32, -0.43, -0.13], [0.12, -0.14, 0.08], [-0.66, -0.25, 0.76], [-0.08, 0.39, 0.05], [0.43, -0.79, 0.56], [0.37, 0.36, -0.02], [-0.09, 0.13, 0.11], [-0.08, 0.06, 0.01], [-0.12, 0.04, -0.07], [0.26, -0.37, 0.36], [-0.08, 0.56, 0.36], [0.00, 0.03, -0.01], [0.06, -0.09, 0.00], [0.25, -0.93, -0.43], [-0.61, -0.10, -0.47], [0.05, 0.05, -0.04], [0.12, 0.08, 0.27], [0.24, 0.09, -0.20], [-0.08, -0.02, 0.16], [-0.20, 0.75, -0.98], [-0.34, 0.08, -0.04], [0.04, -0.02, -0.01], [-0.20, -0.08, -0.31], [-0.35, -0.16, 0.40], [0.45, -0.20, -0.08], [-0.26, -0.09, 0.42], [0.22, 0.36, 0.25], [-0.41, 1.70, -0.17], [0.03, 0.02, 0.03], [-0.15, -0.04, 0.44], [0.33, -0.27, 0.68], [-0.40, 0.29, 0.11], [-0.05, -0.21, 0.13], [2.14, -0.75, -0.57], [0.51, -0.37, 0.03], [-0.24, 0.59, -0.11], [0.03, -0.32, -0.38], [-0.23, -0.05, -0.08], [-0.02, 0.01, 0.01], [0.43, 0.01, 0.13], [-0.08, 0.23, -0.34], [1.07, -0.50, -0.40], [-0.58, 0.63, -0.50], [0.08, -0.40, 0.07], [0.07, -0.04, -0.08], [0.00, -0.39, -0.52], [0.10, -0.33, -0.10], [-0.06, -0.16, -0.18], [-0.08, -0.08, 0.15], [0.16, 0.11, 0.02], [-0.06, -0.22, -0.06], [0.00, 0.03, -0.27]],
  "mulliken_charge": [0.21, -0.41, -0.12, -0.53, 0.40, 0.42, 0.42, -0.02, -0.32, -0.37, -0.34, 0.41, 0.38, 0.31, -0.58, 1.11, 0.30, 0.31, -0.20, -0.33, 0.28, 0.32, 1.08, 0.41, 1.19, -0.27, 0.33, 0.17, -0.41, -0.29, -0.33, -0.35, -0.77, 0.30, -0.69, 0.34, -0.44, 0.34, -0.17, -0.27, -0.16, 0.11, 0.30, 0.29, -0.57, 0.27, 0.31, -0.52, -0.32, 0.43, -0.40, -0.54, -0.54, -0.51, 0.37, 0.34, 0.33],
  "e_homo_ev": -12.95,
  "e_lumo_ev": -4.2,
  "total_charge": 1
}

---

Calculated total energy in eV, matching the order above: -46077.9485 -101579.9665 -55116.3199 -78386.7982